Arrangement i

Here is a structure of composition C59H69BaN7SSbTe from the Open Molecules 2025 dataset. Energies are from the ωB97M-V functional and the def2-TZVPD basis.

Summary:
LUMO level   -2.6866 eV
2S+1   1
Frontier orbital gap   0.17158 Ha
Charge   +1

Last column: Mulliken charge in e.
Atoms and positions in Å:
Ba (0.561, -0.237, -0.423)  1.175
C (3.480, 4.044, 5.560)  -2.116
C (2.203, 4.414, 4.807)  1.958
C (1.032, 4.429, 5.799)  -1.539
C (2.381, 5.812, 4.197)  -1.618
C (1.889, 3.418, 3.698)  0.095
C (2.643, 2.280, 3.454)  -0.974
C (2.248, 1.414, 2.446)  -1.167
N (1.185, 1.602, 1.676)  1.625
C (0.456, 2.714, 1.880)  -0.342
C (0.778, 3.613, 2.881)  -0.342
C (-0.746, 2.879, 1.017)  -0.777
C (-1.488, 4.046, 0.998)  -0.672
C (-2.665, 4.133, 0.250)  0.066
C (-3.035, 3.000, -0.462)  -0.689
C (-2.219, 1.881, -0.411)  -1.040
N (-1.088, 1.811, 0.282)  1.691
C (-3.483, 5.417, 0.265)  1.986
C (-3.938, 5.695, 1.705)  -1.531
C (-2.608, 6.577, -0.232)  -1.601
C (-4.718, 5.317, -0.630)  -2.136
H (3.666, 4.784, 6.339)  0.437
H (4.349, 4.031, 4.900)  0.410
H (3.395, 3.070, 6.046)  0.388
H (1.236, 5.143, 6.599)  0.521
H (0.890, 3.444, 6.246)  0.281
H (0.096, 4.717, 5.320)  0.295
H (2.610, 6.531, 4.984)  0.457
H (1.477, 6.152, 3.690)  0.285
H (3.199, 5.823, 3.475)  0.375
H (3.520, 2.043, 4.038)  0.567
H (2.822, 0.513, 2.264)  0.408
H (0.139, 4.467, 3.054)  0.540
H (-1.159, 4.895, 1.578)  0.678
H (-3.941, 2.961, -1.047)  0.648
H (-2.507, 0.979, -0.945)  0.027
H (-3.090, 5.826, 2.379)  0.321
H (-4.549, 4.875, 2.085)  0.363
H (-4.534, 6.609, 1.733)  0.453
H (-1.732, 6.726, 0.400)  0.299
H (-3.186, 7.503, -0.224)  0.451
H (-2.265, 6.398, -1.253)  0.360
H (-5.396, 4.530, -0.296)  0.388
H (-4.449, 5.128, -1.671)  0.409
H (-5.265, 6.260, -0.595)  0.445
C (-1.141, 1.455, 4.948)  -0.626
C (-2.216, 1.654, 4.087)  -0.848
C (-2.436, 0.820, 3.006)  -0.224
C (-1.570, -0.260, 2.744)  0.439
C (-0.507, -0.470, 3.636)  -0.329
C (-0.295, 0.381, 4.709)  -0.914
N (-1.713, -1.048, 1.612)  0.566
N (-2.896, -0.845, 0.900)  -0.820
C (-2.912, -1.621, -0.154)  -0.405
C (-3.967, -1.523, -1.131)  -0.406
C (-3.981, -2.311, -2.236)  -0.573
C (-2.968, -3.287, -2.473)  -0.828
C (-1.975, -3.443, -1.545)  -0.672
C (-1.897, -2.607, -0.411)  0.952
H (-0.984, 2.105, 5.798)  0.599
H (-2.901, 2.476, 4.267)  0.415
H (-3.272, 0.974, 2.341)  0.540
H (0.169, -1.306, 3.486)  0.176
H (0.536, 0.194, 5.380)  0.382
H (-4.762, -0.812, -0.936)  0.515
H (-4.792, -2.214, -2.948)  0.393
H (-3.017, -3.921, -3.349)  0.430
H (-1.221, -4.206, -1.695)  0.186
C (4.860, -2.161, 1.215)  -0.915
C (5.898, -1.525, 0.558)  -0.823
C (5.603, -0.529, -0.360)  -0.935
C (4.278, -0.194, -0.605)  0.120
N (3.273, -0.797, 0.047)  1.653
C (3.568, -1.756, 0.921)  -1.051
C (3.903, 0.891, -1.569)  0.503
C (4.840, 1.468, -2.416)  -0.908
C (4.467, 2.533, -3.219)  -0.701
C (3.160, 2.984, -3.168)  -0.950
C (2.274, 2.308, -2.348)  -0.894
N (2.622, 1.291, -1.561)  0.948
H (5.037, -2.939, 1.944)  0.556
H (6.928, -1.790, 0.759)  0.438
H (6.406, -0.015, -0.865)  0.410
H (2.721, -2.224, 1.416)  0.525
H (5.853, 1.098, -2.451)  0.431
H (5.189, 3.003, -3.872)  0.448
H (2.822, 3.817, -3.768)  0.473
H (1.231, 2.610, -2.303)  0.721
C (1.848, 0.362, -5.295)  -1.082
C (0.418, 0.879, -5.141)  -1.054
Sb (-0.736, -0.428, -3.865)  -0.311
C (-0.550, -2.157, -5.128)  -0.516
C (-1.083, -1.963, -6.542)  -1.222
C (-2.730, 0.174, -4.433)  -0.443
C (-2.823, 1.177, -5.578)  -1.319
H (2.466, 1.064, -5.860)  0.386
H (1.868, -0.591, -5.827)  0.361
H (2.331, 0.198, -4.327)  0.116
H (-0.071, 0.967, -6.110)  0.543
H (0.412, 1.873, -4.688)  0.547
H (-1.078, -2.960, -4.611)  0.258
H (0.510, -2.415, -5.126)  0.448
H (-2.147, -1.723, -6.543)  0.270
H (-0.955, -2.872, -7.133)  0.431
H (-0.560, -1.161, -7.066)  0.274
H (-3.196, 0.572, -3.531)  0.292
H (-3.258, -0.752, -4.666)  0.419
H (-2.288, 2.100, -5.350)  0.291
H (-3.864, 1.442, -5.772)  0.411
H (-2.409, 0.777, -6.504)  0.279
C (-1.421, -4.019, 2.914)  -1.529
Te (-0.651, -2.948, 1.190)  1.066
C (-0.024, -5.007, 0.658)  -0.433
C (-0.851, -5.966, 1.463)  0.606
C (-0.981, -7.312, 1.128)  -0.576
C (-1.758, -8.162, 1.896)  -0.697
C (-2.422, -7.672, 3.014)  -0.608
C (-2.308, -6.335, 3.351)  -0.802
C (-1.524, -5.475, 2.584)  0.791
H (-2.381, -3.575, 3.175)  0.591
H (-0.712, -3.800, 3.715)  0.592
H (1.031, -5.055, 0.949)  0.429
H (-0.075, -5.229, -0.406)  -0.352
H (-0.466, -7.693, 0.253)  0.436
H (-1.854, -9.206, 1.624)  0.417
H (-3.036, -8.330, 3.614)  0.399
H (-2.839, -5.946, 4.212)  0.478
S (1.703, -2.787, -2.347)  0.171
C (2.093, -4.400, -2.060)  -0.293
N (1.357, -5.373, -2.664)  -0.035
C (1.539, -6.706, -2.493)  -0.454
C (2.525, -7.158, -1.677)  -0.600
C (3.344, -6.202, -1.039)  -0.261
C (3.142, -4.865, -1.226)  -0.398
H (0.615, -5.041, -3.268)  0.133
H (0.864, -7.353, -3.034)  0.441
H (2.672, -8.217, -1.534)  0.468
H (4.144, -6.539, -0.391)  0.432
H (3.762, -4.121, -0.748)  0.356


Arrangement ii

Here is a structure of composition C59H69BaN7SSbTe from the Open Molecules 2025 dataset. Energies are from the ωB97M-V functional and the def2-TZVPD basis.

Summary:
LUMO level   -2.1552 eV
2S+1   1
Frontier orbital gap   0.25783 Ha
Charge   +1

Last column: Mulliken charge in e.
Atoms and positions in Å:
Ba (0.129, -0.216, -0.523)  0.868
C (-4.357, 2.674, 4.987)  -1.543
C (-3.838, 3.614, 3.889)  1.853
C (-5.034, 4.248, 3.180)  -2.137
C (-2.995, 4.731, 4.519)  -1.579
C (-2.971, 2.806, 2.933)  0.076
C (-3.299, 2.597, 1.599)  -0.807
C (-2.449, 1.843, 0.810)  -1.252
N (-1.322, 1.294, 1.247)  1.694
C (-1.008, 1.442, 2.540)  -0.936
C (-1.799, 2.205, 3.389)  -0.515
C (0.198, 0.704, 3.037)  -0.205
C (0.519, 0.670, 4.387)  -0.535
C (1.611, -0.064, 4.848)  0.158
C (2.354, -0.738, 3.889)  -0.836
C (1.967, -0.665, 2.561)  -0.987
N (0.921, 0.032, 2.131)  1.077
C (1.925, -0.114, 6.336)  1.990
C (0.716, -0.703, 7.076)  -1.500
C (3.148, -0.982, 6.632)  -2.221
C (2.196, 1.311, 6.840)  -1.562
H (-4.988, 3.231, 5.681)  0.457
H (-3.540, 2.233, 5.560)  0.317
H (-4.950, 1.863, 4.562)  0.362
H (-5.608, 4.837, 3.895)  0.438
H (-5.704, 3.495, 2.762)  0.388
H (-4.720, 4.918, 2.377)  0.423
H (-3.617, 5.328, 5.187)  0.460
H (-2.584, 5.392, 3.755)  0.357
H (-2.166, 4.334, 5.107)  0.315
H (-4.198, 3.005, 1.162)  0.574
H (-2.692, 1.668, -0.234)  0.477
H (-1.518, 2.330, 4.423)  0.592
H (-0.093, 1.199, 5.101)  0.444
H (3.212, -1.338, 4.152)  0.591
H (2.533, -1.203, 1.806)  0.429
H (0.493, -1.710, 6.719)  0.310
H (-0.178, -0.092, 6.945)  0.305
H (0.928, -0.758, 8.144)  0.468
H (2.999, -2.013, 6.309)  0.413
H (3.329, -0.996, 7.707)  0.467
H (4.047, -0.592, 6.152)  0.386
H (1.331, 1.961, 6.702)  0.293
H (3.043, 1.757, 6.317)  0.360
H (2.428, 1.288, 7.906)  0.449
C (-0.585, -2.793, -6.348)  -0.858
C (-1.410, -3.680, -5.666)  -0.688
C (-1.610, -3.550, -4.303)  -0.637
C (-0.969, -2.525, -3.610)  -1.472
C (-0.126, -1.649, -4.283)  1.152
C (0.059, -1.780, -5.654)  0.059
N (-1.202, -2.263, -2.223)  2.376
N (-1.847, -3.167, -1.662)  -0.583
C (-2.189, -3.008, -0.293)  -2.167
C (-3.034, -4.038, 0.147)  -0.381
C (-3.513, -4.015, 1.444)  -0.894
C (-3.138, -2.959, 2.269)  -0.945
C (-2.275, -1.974, 1.802)  -0.696
C (-1.731, -1.948, 0.509)  2.272
H (-0.453, -2.890, -7.418)  0.453
H (-1.913, -4.472, -6.207)  0.407
H (-2.268, -4.219, -3.768)  0.517
H (0.382, -0.853, -3.750)  -0.143
H (0.689, -1.077, -6.184)  0.184
H (-3.300, -4.832, -0.539)  0.467
H (-4.173, -4.794, 1.802)  0.379
H (-3.518, -2.909, 3.284)  0.447
H (-2.001, -1.190, 2.510)  0.284
C (5.175, -1.203, -0.441)  -0.771
C (5.813, 0.019, -0.314)  -0.971
C (5.059, 1.176, -0.406)  -0.892
C (3.686, 1.081, -0.617)  0.266
N (3.063, -0.100, -0.689)  1.316
C (3.801, -1.206, -0.619)  -0.620
C (2.862, 2.310, -0.800)  0.302
C (3.440, 3.493, -1.253)  -0.728
C (2.644, 4.611, -1.427)  -0.932
C (1.292, 4.518, -1.146)  -0.834
C (0.797, 3.299, -0.714)  -0.218
N (1.556, 2.221, -0.541)  0.711
H (5.718, -2.136, -0.390)  0.504
H (6.881, 0.074, -0.147)  0.466
H (5.532, 2.140, -0.300)  0.554
H (3.255, -2.141, -0.699)  0.089
H (4.489, 3.531, -1.504)  0.478
H (3.073, 5.536, -1.787)  0.437
H (0.627, 5.362, -1.268)  0.540
H (-0.257, 3.185, -0.483)  0.238
C (-2.584, 4.245, -2.464)  -0.988
C (-3.279, 2.996, -2.992)  -0.920
Sb (-1.910, 1.353, -3.273)  0.141
C (-0.940, 2.049, -5.061)  -0.081
C (-1.801, 2.827, -6.044)  -1.125
C (-3.292, -0.053, -4.151)  -0.186
C (-4.630, 0.512, -4.608)  -1.208
H (-3.272, 5.089, -2.387)  0.451
H (-1.761, 4.552, -3.115)  0.283
H (-2.164, 4.076, -1.469)  0.014
H (-3.775, 3.196, -3.943)  0.608
H (-4.059, 2.664, -2.302)  0.489
H (-0.542, 1.143, -5.524)  0.010
H (-0.073, 2.626, -4.731)  0.370
H (-2.655, 2.239, -6.383)  0.240
H (-1.231, 3.111, -6.933)  0.394
H (-2.188, 3.748, -5.605)  0.242
H (-3.439, -0.841, -3.411)  0.289
H (-2.756, -0.512, -4.985)  0.275
H (-5.191, 0.947, -3.779)  0.292
H (-5.252, -0.275, -5.040)  0.408
H (-4.513, 1.288, -5.365)  0.203
C (2.925, -5.007, 0.636)  -1.160
Te (1.164, -4.224, -0.313)  0.145
C (0.463, -3.924, 1.688)  0.060
C (1.378, -4.709, 2.584)  0.257
C (1.053, -4.904, 3.925)  -0.577
C (1.901, -5.610, 4.761)  -0.739
C (3.089, -6.129, 4.262)  -0.606
C (3.418, -5.938, 2.930)  -0.666
C (2.568, -5.228, 2.085)  0.607
H (3.753, -4.302, 0.541)  0.315
H (3.211, -5.938, 0.150)  0.579
H (-0.572, -4.252, 1.750)  0.330
H (0.487, -2.865, 1.931)  -0.218
H (0.119, -4.507, 4.306)  0.542
H (1.633, -5.767, 5.798)  0.460
H (3.752, -6.691, 4.907)  0.412
H (4.339, -6.350, 2.536)  0.470
S (2.586, 0.947, -3.854)  -0.160
C (2.703, 0.642, -5.496)  -0.040
N (3.317, -0.508, -5.916)  0.036
C (3.439, -0.903, -7.206)  -0.382
C (2.948, -0.127, -8.206)  -0.650
C (2.327, 1.091, -7.849)  -0.337
C (2.210, 1.467, -6.543)  -0.475
H (3.663, -1.101, -5.174)  0.226
H (3.936, -1.849, -7.362)  0.411
H (3.043, -0.438, -9.234)  0.436
H (1.937, 1.737, -8.625)  0.428
H (1.735, 2.395, -6.267)  0.447


arrangement ii ends up most stable, edging out the next structure by 47.1 kJ/mol.


Arrangement i

Here is a structure of composition C3H8MnO3 from the Open Molecules 2025 dataset. Energies are from the ωB97M-V functional and the def2-TZVPD basis.

Summary:
LUMO level (alpha / beta)   -4.3841 / -7.6643 eV
2S+1   7
Frontier orbital gap (alpha / beta)   0.33958 / 0.24690 Ha
Charge   +1

Last column: Mulliken spin population.
Atoms and positions in Å:
H (2.285, 2.211, 0.542)  0.009
O (2.879, 1.356, 0.064)  0.241
O (0.336, 1.910, -0.244)  0.801
C (-0.787, 1.409, 0.352)  0.003
C (-1.095, -0.027, -0.036)  0.007
O (0.148, -0.696, -0.213)  0.008
C (0.050, -2.122, -0.254)  0.011
Mn (1.621, 0.424, -0.893)  4.775
H (-1.650, 2.085, 0.230)  0.051
H (-0.533, 1.459, 1.443)  0.080
H (-1.674, -0.069, -0.971)  0.004
H (-1.674, -0.513, 0.761)  0.003
H (1.064, -2.520, -0.351)  0.001
H (-0.403, -2.478, 0.680)  0.002
H (-0.566, -2.427, -1.110)  0.001


Arrangement ii

Here is a structure of composition C3H8MnO3 from the Open Molecules 2025 dataset. Energies are from the ωB97M-V functional and the def2-TZVPD basis.

Summary:
LUMO level (alpha / beta)   -4.7472 / -7.3125 eV
2S+1   7
Frontier orbital gap (alpha / beta)   0.35115 / 0.26770 Ha
Charge   +1

Last column: Mulliken spin population.
Atoms and positions in Å:
H (-2.890, 0.397, 0.508)  -0.041
O (-2.847, 1.400, -0.505)  0.900
O (-1.799, -0.651, 0.293)  0.293
C (-0.709, -0.913, 1.110)  0.014
C (0.607, -0.755, 0.375)  -0.002
O (0.483, 0.372, -0.487)  0.020
C (1.723, 0.853, -1.010)  0.014
Mn (-1.318, 0.637, -1.245)  4.786
H (-0.803, -1.898, 1.591)  0.016
H (-0.784, -0.154, 1.922)  -0.002
H (0.842, -1.649, -0.222)  -0.006
H (1.418, -0.586, 1.097)  0.003
H (1.503, 1.717, -1.646)  0.000
H (2.368, 1.164, -0.179)  0.004
H (2.208, 0.065, -1.601)  -0.001


arrangement i ends up most stable, edging out the next structure by 123.3 kJ/mol.